# 1
{"formula": "C34H43F9N7O3S5Ti", "method": "wB97M-V/def2-TZVPD", "energy_ha": -5669.42297, "s_squared": 0.752, "gap_ev": [7.56, 7.56], "charge": 2, "molar_mass_g_mol": 976.948, "fmax_ha_per_bohr": 0.015, "multiplicity": 2, "species": ["Ti", "N", "C", "C", "C", "C", "C", "C", "C", "C", "N", "C", "H", "H", "H", "H", "H", "H", "H", "H", "C", "C", "S", "C", "C", "S", "C", "C", "S", "H", "H", "H", "H", "H", "H", "H", "H", "H", "H", "H", "H", "F", "C", "F", "F", "C", "O", "C", "F", "F", "F", "C", "F", "F", "F", "S", "C", "N", "C", "C", "N", "H", "H", "H", "H", "H", "H", "N", "C", "S", "N", "C", "C", "C", "C", "C", "C", "H", "H", "H", "H", "H", "H", "H", "H", "O", "C", "O", "C", "N", "C", "C", "C", "H", "H", "H", "H", "H", "H", "H", "H", "H"], "xyz": [[0.35352, -0.27262, 0.82186], [1.78445, -0.24535, -0.72854], [2.38559, 1.04597, -0.53877], [3.71108, 1.31857, -0.70926], [4.21665, 2.61748, -0.47729], [3.38382, 3.63576, -0.11724], [2.00332, 3.38350, 0.07121], [1.06469, 4.38507, 0.41686], [-0.25186, 4.06458, 0.60053], [-0.64221, 2.71838, 0.51104], [0.20732, 1.75977, 0.19563], [1.51503, 2.07845, -0.08707], [1.14048, -0.26525, -1.55293], [2.43191, -1.02372, -0.84672], [4.37793, 0.53620, -1.05234], [5.27339, 2.79936, -0.61337], [3.76192, 4.63836, 0.03107], [1.40398, 5.40740, 0.53023], [-0.99566, 4.80763, 0.84817], [-1.66755, 2.41824, 0.70124], [-4.81332, 3.76378, -0.95671], [-3.98936, 3.14058, -2.08975], [-2.87538, 1.77162, -1.72435], [-3.99513, 0.39520, -1.41590], [-4.76409, 0.40698, -0.09294], [-3.68486, 0.47288, 1.36587], [-4.38331, 1.77838, 2.42815], [-5.04947, 2.97501, 1.76534], [-3.99283, 3.94882, 0.65523], [-5.73420, 3.20450, -0.79720], [-5.11749, 4.76059, -1.27626], [-3.33180, 3.89492, -2.52353], [-4.67290, 2.83462, -2.88496], [-4.71225, 0.31188, -2.23668], [-3.34028, -0.47984, -1.48125], [-5.39904, -0.48270, -0.04202], [-5.43654, 1.25752, -0.06122], [-3.52098, 2.11880, 3.00392], [-5.08601, 1.33353, 3.13380], [-5.36730, 3.63578, 2.57315], [-5.96101, 2.69677, 1.23856], [2.40553, -0.97061, 5.52638], [2.33794, -1.07478, 4.20467], [3.58207, -1.07000, 3.71195], [1.79473, -2.25299, 3.88566], [1.51171, 0.07678, 3.55767], [1.60257, -0.06593, 2.20530], [0.00020, 0.00335, 4.01786], [-0.25851, -0.98724, 4.84986], [-0.77967, -0.22014, 2.89541], [-0.45117, 1.12677, 4.54871], [2.10702, 1.47243, 3.91350], [3.36406, 1.55498, 3.48884], [1.40562, 2.42320, 3.27621], [2.07622, 1.71867, 5.21864], [2.18243, -3.54868, -0.76744], [3.61421, -3.63229, 0.12593], [4.47104, -4.65234, 0.10375], [5.55194, -4.52377, 1.07602], [5.27924, -3.12712, 1.68293], [4.07138, -2.69574, 0.97717], [4.28287, -5.46997, -0.44867], [6.52373, -4.57364, 0.58810], [5.49555, -5.31661, 1.82144], [6.09949, -2.43666, 1.49374], [5.10525, -3.17682, 2.75667], [3.43522, -2.01996, 1.36645], [0.61687, -0.80214, -5.49395], [0.78575, -1.20590, -4.23340], [-0.42525, -0.91953, -3.07335], [1.93090, -1.82793, -3.90599], [3.16286, -1.87922, -4.61634], [3.95677, -3.00532, -4.41828], [5.19451, -3.09129, -5.03275], [5.64639, -2.06313, -5.84820], [4.85512, -0.94088, -6.03274], [3.61605, -0.83539, -5.41480], [-0.24845, -0.35168, -5.73472], [1.24126, -1.09290, -6.22973], [1.91621, -2.33550, -3.02893], [3.59383, -3.80830, -3.78890], [5.80376, -3.97275, -4.88325], [6.60930, -2.13478, -6.33437], [5.20353, -0.12906, -6.65714], [3.03425, 0.06754, -5.53996], [0.02267, -2.36981, 1.31811], [-1.01599, -2.28098, 0.65299], [-1.38039, -1.16106, 0.13606], [-1.90679, -3.46836, 0.38545], [-3.33695, -2.97983, 0.33558], [-4.07030, -3.76003, -0.75199], [-3.04568, -4.77601, -1.24086], [-1.70757, -4.08624, -0.99651], [-1.80970, -4.20751, 1.17878], [-3.29306, -1.98005, 0.10636], [-3.79628, -3.04351, 1.24256], [-4.34846, -3.03901, -1.51763], [-4.96990, -4.19004, -0.32106], [-3.20506, -5.02780, -2.28667], [-3.11845, -5.69465, -0.65718], [-1.52550, -3.29426, -1.72942], [-0.85313, -4.75971, -1.00237]], "forces_ev_per_angstrom": [[0.0, -0.3, 0.7], [-0.3, 0.4, -0.1], [0.0, 0.3, 0.0], [0.0, -0.1, -0.1], [0.0, 0.0, 0.0], [0.0, 0.0, 0.0], [0.0, 0.1, 0.0], [0.0, 0.0, 0.0], [0.0, -0.1, 0.0], [0.0, 0.0, 0.1], [0.3, -0.2, -0.1], [0.1, 0.0, -0.2], [0.2, -0.1, 0.0], [0.0, -0.1, 0.1], [0.0, 0.0, 0.0], [0.0, 0.0, 0.0], [0.0, 0.0, 0.0], [0.0, 0.0, 0.0], [0.0, 0.0, 0.0], [0.1, 0.0, 0.0], [-0.1, 0.0, 0.0], [-0.1, 0.0, 0.0], [0.0, 0.0, -0.1], [0.0, 0.0, 0.0], [0.0, 0.0, 0.0], [0.1, 0.1, -0.1], [-0.1, -0.1, 0.1], [0.0, 0.0, 0.1], [0.0, 0.0, 0.0], [0.0, 0.0, 0.0], [0.0, 0.0, 0.0], [0.0, 0.0, 0.0], [0.0, 0.0, 0.0], [0.0, 0.0, 0.0], [0.0, 0.0, 0.0], [0.0, 0.0, 0.0], [0.0, 0.0, 0.0], [0.0, 0.0, 0.0], [0.0, 0.0, 0.0], [0.0, 0.0, 0.0], [0.0, 0.0, 0.0], [0.0, 0.0, -0.1], [-0.1, 0.0, 0.1], [0.0, 0.0, 0.0], [0.0, 0.0, -0.1], [0.1, 0.0, 0.0], [-0.3, 0.0, -0.4], [0.0, 0.0, 0.1], [0.0, 0.0, 0.0], [0.0, 0.1, -0.1], [0.0, 0.0, 0.0], [0.0, 0.1, 0.1], [0.0, 0.0, 0.0], [0.0, 0.0, 0.0], [0.0, 0.0, -0.1], [0.1, 0.0, -0.1], [-0.1, -0.1, -0.1], [0.0, 0.0, 0.0], [0.0, 0.0, 0.0], [0.1, -0.1, 0.0], [-0.1, 0.0, 0.0], [0.0, 0.0, 0.0], [0.0, 0.0, 0.0], [0.0, 0.0, 0.0], [0.0, 0.0, 0.0], [0.0, 0.0, 0.0], [0.0, 0.1, 0.0], [0.0, 0.0, 0.0], [-0.1, 0.0, -0.1], [0.1, -0.1, 0.1], [0.0, 0.1, 0.1], [0.0, -0.2, 0.0], [0.0, 0.0, -0.1], [0.0, 0.0, 0.0], [0.0, 0.0, 0.0], [0.0, 0.0, 0.0], [0.0, 0.0, 0.0], [0.0, 0.0, 0.0], [0.0, 0.0, 0.0], [0.0, 0.1, 0.1], [0.0, 0.0, 0.0], [0.0, 0.0, 0.0], [0.0, 0.0, 0.0], [0.0, 0.0, 0.0], [0.0, 0.0, 0.0], [-0.1, 0.0, -0.1], [-0.2, -0.1, 0.0], [0.2, 0.0, 0.0], [0.0, 0.0, 0.1], [0.0, 0.0, -0.1], [0.0, 0.1, 0.1], [0.0, 0.0, 0.0], [0.1, 0.0, 0.0], [0.0, 0.0, 0.0], [0.0, 0.0, 0.0], [0.0, 0.0, 0.0], [0.0, 0.0, 0.0], [0.0, 0.0, 0.0], [0.0, 0.0, 0.0], [0.0, 0.0, 0.0], [0.0, 0.0, 0.0], [0.0, 0.0, 0.0]]}



# 2
{"formula": "C34H43N9O4S4TeTi", "method": "wB97M-V/def2-TZVPD", "energy_ha": -4825.08114, "gap_ev": 6.12, "charge": 2, "molar_mass_g_mol": 945.512, "fmax_ha_per_bohr": 0.017, "species": ["Ti", "C", "N", "C", "C", "N", "C", "S", "C", "C", "C", "C", "C", "N", "H", "H", "H", "H", "H", "H", "H", "H", "H", "N", "C", "C", "C", "O", "O", "H", "H", "H", "H", "H", "H", "C", "C", "N", "C", "S", "N", "C", "C", "H", "H", "H", "H", "H", "H", "H", "H", "H", "H", "H", "H", "N", "C", "C", "C", "C", "C", "C", "S", "O", "O", "N", "C", "S", "C", "C", "N", "H", "H", "H", "H", "H", "H", "H", "H", "C", "Te", "C", "C", "C", "C", "C", "C", "C", "H", "H", "H", "H", "H", "H", "H", "H"], "xyz": [[0.16544, -0.56478, 0.16521], [-0.42127, -4.47474, -3.43217], [-1.28734, -3.29709, -3.41037], [-2.19903, -2.97519, -4.39254], [-2.78684, -1.82790, -4.02153], [-2.23970, -1.45234, -2.79679], [-1.30324, -2.36514, -2.44475], [-0.31033, -2.60588, -1.05512], [-2.58266, -0.20258, -2.17787], [-3.76112, 0.43332, -2.55252], [-3.94141, 1.73992, -2.14567], [-2.96087, 2.35645, -1.37808], [-1.87471, 1.60147, -0.99136], [-1.69454, 0.33036, -1.36871], [-0.60203, -4.99797, -4.36603], [-0.65929, -5.12447, -2.59297], [0.61943, -4.16444, -3.38026], [-2.33120, -3.58600, -5.26713], [-3.50701, -1.22464, -4.53743], [-4.51121, -0.06532, -3.14554], [-4.83546, 2.27509, -2.43591], [-3.04433, 3.38834, -1.06945], [-1.09115, 2.04077, -0.37947], [2.44425, -0.83743, 0.20173], [3.06391, -1.40804, -1.02598], [2.84851, -0.48634, -2.22561], [1.39551, -0.17164, -2.42183], [0.73432, -0.30258, -3.40499], [0.85493, 0.31278, -1.24696], [2.73370, 0.14260, 0.26207], [2.83296, -1.30240, 1.01393], [2.62218, -2.38921, -1.20330], [4.13414, -1.54222, -0.86453], [3.25174, -0.93275, -3.13220], [3.35840, 0.46387, -2.03651], [5.41270, 6.79733, 0.33992], [3.92022, 6.63753, 0.56949], [3.48247, 5.24083, 0.54239], [2.96896, 4.46624, -0.41677], [2.45862, 2.87532, 0.00674], [2.80823, 4.85828, -1.68492], [3.25234, 6.03764, -2.43094], [2.18601, 7.11283, -2.53731], [5.68814, 7.85144, 0.36776], [5.71782, 6.38816, -0.62403], [5.98370, 6.28219, 1.11261], [3.33409, 7.21365, -0.14025], [3.64541, 7.01582, 1.55480], [3.61827, 4.72242, 1.39475], [2.32977, 4.15295, -2.22109], [3.52339, 5.67592, -3.42349], [4.17304, 6.41635, -1.99773], [1.29945, 6.73020, -3.04379], [2.56017, 7.96007, -3.11164], [1.87685, 7.47362, -1.55533], [-8.11476, 0.32387, 0.85862], [-6.83278, -0.06396, 1.10306], [-6.56406, -1.34967, 1.60473], [-5.27428, -1.75391, 1.84718], [-4.20975, -0.88511, 1.58060], [-4.45815, 0.38530, 1.08717], [-5.75636, 0.79441, 0.84780], [-2.63062, -1.45978, 2.01584], [-2.47226, -1.41771, 3.44089], [-2.38158, -2.71089, 1.34817], [-1.58989, -0.32518, 1.33632], [-0.89124, 0.49328, 2.19702], [-1.36707, 1.39718, 3.55222], [0.25027, 1.98530, 3.70360], [1.05060, 1.49272, 2.74109], [0.39579, 0.63089, 1.87800], [-8.88225, -0.24445, 1.16753], [-8.32206, 1.28289, 0.64865], [-7.38516, -2.02378, 1.81335], [-5.08873, -2.74295, 2.24565], [-3.64028, 1.06635, 0.90186], [-5.94877, 1.79328, 0.47488], [0.52184, 2.65640, 4.50111], [2.09070, 1.72423, 2.58531], [0.42754, -4.64162, 1.46534], [0.56897, -2.66630, 2.22511], [2.60535, -3.22985, 2.51308], [2.46293, -4.68739, 2.89761], [3.36030, -5.32597, 3.74112], [3.19008, -6.67064, 4.03728], [2.12340, -7.37413, 3.49630], [1.21895, -6.73575, 2.65963], [1.38707, -5.39220, 2.35605], [0.72544, -4.63218, 0.41623], [-0.60485, -4.97327, 1.53887], [3.07273, -2.61771, 3.28101], [3.17403, -3.14905, 1.58290], [4.18726, -4.77667, 4.17354], [3.88406, -7.16710, 4.70164], [1.98623, -8.41898, 3.73907], [0.37702, -7.28261, 2.25403]], "forces_ev_per_angstrom": [[0.4, -0.4, -0.6], [-0.1, 0.1, 0.0], [0.0, 0.0, -0.1], [0.0, 0.0, 0.1], [0.0, 0.0, 0.0], [-0.2, 0.1, 0.1], [0.1, 0.0, -0.1], [-0.1, 0.2, 0.3], [0.1, -0.2, -0.2], [0.1, 0.0, 0.0], [0.0, 0.1, 0.1], [0.0, 0.0, -0.1], [0.1, 0.0, 0.0], [-0.1, -0.1, 0.3], [0.0, 0.0, 0.0], [0.0, 0.0, 0.0], [0.0, 0.0, 0.0], [0.0, 0.0, 0.0], [0.0, 0.0, 0.0], [0.0, 0.0, 0.0], [0.0, 0.0, 0.0], [0.0, 0.0, 0.0], [0.0, 0.0, 0.0], [-0.1, 0.2, 0.2], [0.0, 0.0, 0.0], [0.1, 0.0, -0.1], [-0.1, 0.3, 0.7], [0.0, 0.0, -0.1], [-0.1, 0.2, -0.8], [0.0, 0.0, 0.0], [0.0, 0.0, 0.0], [0.0, 0.0, 0.0], [0.0, 0.0, 0.0], [0.0, 0.0, 0.0], [0.0, 0.0, 0.0], [0.1, 0.0, 0.0], [-0.1, 0.0, 0.0], [0.1, -0.1, 0.0], [0.1, 0.0, 0.0], [0.0, 0.1, -0.1], [-0.1, -0.1, 0.0], [0.0, -0.1, 0.1], [-0.1, 0.1, 0.0], [0.0, 0.0, 0.0], [0.0, 0.0, 0.0], [0.0, 0.0, 0.0], [0.0, 0.0, 0.0], [0.0, 0.0, 0.0], [0.0, 0.0, 0.1], [0.0, 0.0, -0.1], [0.0, 0.0, 0.0], [0.0, 0.0, 0.1], [0.0, 0.0, 0.0], [0.0, 0.0, 0.0], [0.0, 0.0, 0.0], [0.0, 0.0, -0.1], [-0.1, 0.0, 0.0], [0.0, 0.0, 0.0], [0.0, 0.1, -0.1], [-0.3, -0.2, 0.0], [0.0, 0.0, 0.1], [0.1, 0.0, 0.0], [0.0, 0.5, -0.2], [0.1, 0.0, 0.0], [0.1, 0.0, 0.0], [0.4, -0.2, 0.7], [-0.2, -0.3, -0.2], [-0.1, 0.0, 0.2], [0.1, 0.1, 0.0], [0.0, 0.0, 0.0], [-0.2, 0.0, -0.2], [0.0, 0.0, 0.0], [0.0, 0.0, 0.0], [0.0, 0.0, 0.0], [0.0, 0.0, 0.0], [0.0, 0.0, 0.0], [0.0, 0.0, 0.0], [0.0, 0.0, 0.0], [0.0, 0.0, 0.0], [0.0, -0.1, 0.0], [-0.4, 0.2, 0.1], [0.1, -0.2, -0.1], [0.0, 0.1, 0.0], [0.0, 0.0, 0.0], [0.0, 0.0, 0.0], [0.0, 0.0, 0.0], [0.0, 0.0, 0.0], [0.0, 0.0, 0.0], [0.0, -0.1, 0.0], [0.0, 0.0, 0.0], [0.0, 0.0, 0.0], [0.0, 0.0, 0.0], [0.0, 0.0, 0.0], [0.0, 0.0, 0.0], [0.0, 0.0, 0.0], [0.0, 0.0, 0.0]]}